This record from OMol25 describes a cluster of 4 separate species, C43H66F4N2O6 in total in a non-equilibrium geometry. The level of theory is ωB97M-V/def2-TZVPD.

Atoms and positions in Å:
1 H 6.82562 1.92520 -0.78536
2 C 7.57672 2.08730 -0.00187
3 N -0.40784 1.67970 -2.22815
4 F -5.83719 1.72855 -4.60268
5 C -2.16827 -4.13863 -3.57225
6 C -1.47452 -5.43314 -0.10555
7 H 8.58984 3.78318 0.90026
8 H -7.10798 -8.63897 -1.61500
9 C -5.86979 0.25329 -4.83656
10 C -5.35480 0.19193 -2.29300
11 H 3.58004 3.84589 1.73769
12 H 4.49885 6.18655 3.24952
13 H 0.25644 -4.42500 1.05700
14 H -6.74211 -10.22469 -2.26845
15 F -7.23291 -0.02172 -5.42690
16 O -2.57021 2.21744 -3.22339
17 C 2.77155 8.33499 5.41837
18 H -6.07266 -5.49460 -4.15186
19 H -2.46986 -0.07095 2.94402
20 H 9.96021 1.40704 1.42542
21 H 8.17557 3.99151 -0.79100
22 H -5.07697 -5.37636 -1.86692
23 C -3.60938 -1.88157 -2.71345
24 H 1.63200 0.21006 -0.73905
25 H -5.99319 -8.55858 -3.85430
26 C 3.00300 5.33582 4.51944
27 H 7.59297 0.95632 3.31855
28 H -5.08923 -8.79810 -0.11799
29 H 0.53445 -3.81240 -2.16456
30 H -7.28936 -6.64723 -3.56432
31 H 10.03981 0.97160 3.13518
32 H -0.76276 -2.59622 1.66838
33 C 7.11865 1.35156 1.26250
34 H 0.83624 9.23383 5.18333
35 H 2.89197 6.83522 2.98021
36 C 6.54580 4.35399 0.54558
37 C 0.16021 -3.44137 -1.11578
38 C -5.67556 -6.24756 -2.15826
39 H -7.25569 -4.99901 -2.93073
40 H 6.16168 4.03505 1.51855
41 O -0.78585 -4.27144 -5.84497
42 H -1.15784 -5.86450 1.89855
43 C 1.70560 4.50216 0.19820
44 H -4.71724 -10.38725 -0.81682
45 C -1.50018 -1.15643 -0.42923
46 C -1.40399 -3.52345 -4.92631
47 N -5.66319 -0.58110 -3.59177
48 H 0.99163 -2.72383 -0.66812
49 H 6.12300 1.70788 1.55093
50 C -6.28280 -9.31387 -1.86354
51 H 9.36058 -0.17414 1.96803
52 H 4.68701 7.36567 5.40968
53 O -0.60597 -0.68125 0.66821
54 H 2.05948 5.59514 5.00774
55 H -6.19935 -10.15011 0.12331
56 C 1.63273 8.85169 4.53391
57 H 3.50713 1.09751 1.07739
58 C -3.06103 1.16341 0.21866
59 H 6.99780 0.28856 1.01897
60 C -3.95898 -0.53862 -1.84103
61 H 3.70078 4.97640 5.28234
62 C -2.84271 -0.19560 -0.69111
63 C 3.58798 6.51897 3.76364
64 C -4.72217 -7.37310 -2.57097
65 O -5.23334 -2.77157 -4.71476
66 C -2.30853 -2.86065 -2.52245
67 H -2.36375 1.20202 1.17779
68 C 8.05147 1.47892 2.47071
69 H -1.47889 -6.16180 -1.03743
70 H 2.80267 4.51076 3.82862
71 H 2.46690 10.81554 4.15112
72 H 8.14830 2.52661 2.77222
73 H -1.43024 -4.89521 -3.06980
74 C -0.82474 -1.45131 1.90213
75 C 2.75512 1.88237 0.59736
76 C -1.17943 -2.52148 -1.33631
77 C -1.84637 2.12193 -2.07564
78 H 6.75989 5.42554 0.60903
79 H -3.64840 3.01072 -0.98421
80 H -3.12010 -1.68899 2.01596
81 O -1.51493 -6.33673 1.09033
82 H -1.96801 3.21624 0.01845
83 C -2.61300 2.50290 -0.67730
84 H -4.19143 1.23901 0.51137
85 H -0.20305 4.66624 -1.41929
86 H 4.45208 8.46293 4.06663
87 C -0.01517 -4.68717 -0.06506
88 H -4.12345 -7.03436 -3.42578
89 C -4.86298 -1.88846 -3.76967
90 C -5.39401 -8.69854 -2.94729
91 H 2.82077 9.62537 2.88132
92 H -2.22299 -1.79229 3.67016
93 H 3.15547 9.16630 6.02286
94 H -3.20453 -4.58625 -3.88165
95 C -6.62666 -5.82839 -3.26865
96 H -6.24907 -6.53596 -1.27178
97 C 3.94829 7.69891 4.66973
98 F -1.39928 -2.01990 -5.06826
99 C 0.57798 3.94989 -0.88144
100 H 1.19196 8.03209 3.95778
101 H 2.35935 7.61158 6.13127
102 C 0.52434 2.35229 -1.24463
103 H 8.50112 1.63101 -0.37410
104 H -4.60966 -9.41820 -3.21409
105 H -0.09598 2.03142 -3.18059
106 H 0.78639 -5.51013 -0.38971
107 O -6.05122 1.15057 -1.67734
108 H 1.20263 10.32052 3.01406
109 H -2.40167 -4.72129 -0.05049
110 H 1.73767 5.64146 0.46435
111 H 0.01426 -1.19730 2.70357
112 H 5.75919 4.20986 -0.20179
113 C 1.63138 1.36558 -0.48043
114 H -4.01004 -7.54416 -1.75545
115 C 9.43138 0.88653 2.22948
116 C -2.26416 -1.18411 2.64367
117 C 2.78788 3.49352 0.95005
118 C 2.06179 9.96607 3.59193
119 C 7.80490 3.59205 0.16166
120 C -5.52325 -9.67984 -0.59767
121 F -4.89861 -0.01531 -5.93285

Cartesian forces, eV/Å:
0.1 0.0 0.1
0.1 -0.1 0.0
-1.0 3.6 1.2
0.0 -5.3 -0.5
1.0 2.4 0.4
1.1 -0.5 0.9
0.0 -0.1 0.0
0.0 0.0 -0.1
-1.3 1.2 -2.3
-0.7 2.5 2.4
-1.8 -0.4 -1.8
-0.1 0.1 0.0
-0.7 -0.2 -2.4
0.0 0.2 0.0
4.6 0.9 1.9
4.3 -0.7 6.8
-0.1 -0.1 0.1
-0.1 0.0 0.0
0.4 -2.2 -0.9
0.0 -0.1 0.1
0.0 -0.1 0.1
0.0 0.0 0.1
0.1 2.0 1.8
-0.2 2.7 0.5
0.1 0.0 0.1
-0.1 -0.1 -0.1
0.0 0.1 -0.1
0.0 -0.1 0.0
-0.8 0.7 2.1
0.1 0.1 0.0
0.0 -0.1 -0.1
-0.1 2.1 0.4
-0.1 0.1 0.0
0.1 -0.1 -0.1
0.0 0.0 0.0
0.0 0.2 0.0
-0.2 1.1 0.4
0.1 -0.1 -0.1
0.0 -0.1 -0.1
0.0 0.0 0.0
-4.5 5.7 6.7
-0.7 -0.6 -1.6
0.1 -3.8 -0.5
0.0 0.1 0.0
-2.1 -0.4 -1.8
3.2 -3.0 -4.8
1.0 1.7 -0.6
-1.8 -1.4 -1.1
0.0 0.0 0.0
0.1 -0.1 -0.1
0.0 0.1 0.0
-0.1 0.0 -0.1
-2.3 -2.1 -1.8
0.1 -0.1 0.0
0.1 0.0 0.0
0.1 0.1 0.2
-1.8 2.0 -1.1
1.1 -0.3 -0.5
0.0 0.1 0.0
4.2 -2.9 1.1
-0.1 0.0 0.0
-0.3 -1.8 -0.9
0.2 0.0 0.1
0.0 0.0 0.2
2.6 5.8 6.4
-1.3 2.6 1.7
-1.6 -0.6 -2.2
-0.1 -0.1 0.0
-0.4 1.6 1.9
0.0 0.0 0.2
0.0 -0.1 -0.1
0.0 0.0 0.0
-1.6 1.3 -1.4
-0.6 -0.7 1.8
-3.1 2.9 -2.2
-3.3 2.4 -0.6
-2.9 0.7 -5.4
-0.1 -0.1 0.0
2.7 -0.9 0.3
1.5 1.4 1.2
0.4 1.5 -0.5
-1.4 -1.6 -1.7
-0.6 -0.2 0.0
2.2 -0.1 -0.6
2.0 -1.6 1.4
0.0 0.0 0.1
0.2 -0.9 -0.5
0.0 0.0 0.0
-0.6 -3.4 -3.9
-0.1 0.0 -0.1
0.0 0.1 0.1
0.0 1.3 -2.2
0.0 -0.1 -0.1
2.1 0.9 0.6
-0.2 0.1 0.0
0.1 0.0 0.0
0.0 0.1 -0.1
-0.1 -4.6 0.5
2.4 -2.8 1.4
0.0 0.0 0.0
0.1 0.0 0.0
3.7 1.1 3.6
-0.1 0.0 0.0
-0.1 0.0 0.0
-0.9 -0.9 1.2
-1.7 1.8 0.8
4.6 -6.5 -4.5
0.1 0.0 0.0
1.9 -1.2 -0.4
-0.1 -2.5 -0.6
-1.5 -0.3 -2.2
0.0 0.0 0.1
0.4 2.9 0.8
0.0 0.0 0.0
0.2 0.1 0.1
0.3 -1.1 0.6
-2.9 -2.1 -2.9
-0.1 0.0 -0.2
0.0 -0.1 -0.2
-0.1 0.0 0.2
-3.2 0.8 3.9

Computed properties:
**E**: -71772.3745 eV
**Kohn-Sham gap**: 6.954 eV
**SMILES string**: CCOc1c(CCCO)c(CC(=O)F)c2c(c1CCC(=O)Nc1ccccc1)C(=O)N(C(F)(F)F)C2=O.CCCCCC.CCCCCC.CCCCCC
**Largest force on an atom**: 9.90 eV Å⁻¹
**LUMO**: -2.0 eV